# 1
13
Properties=species:S:1:pos:R:3 method="wB97M-V/def2-TZVPD" lumo_energy_ev=0.9 energy_ha=-344.4312 homo_energy_ev=-9.7
O 1.6739 0.0897 0.8318
C 0.3925 0.7482 1.0544
C -0.1248 0.5106 -0.3706
C 1.1024 -0.4195 -0.6329
O 1.0398 -1.6747 -0.2953
C -1.4340 -0.1078 -0.5178
C -2.5277 -0.5965 -0.6330
H 1.4451 -1.1010 0.8031
H -0.1751 0.2489 1.8433
H 0.5629 1.7941 1.3118
H -0.0580 1.4204 -0.9761
H 1.7895 -0.1133 -1.4346
H -3.4880 -1.0512 -0.7407

# 2
13
Properties=species:S:1:pos:R:3 method="wB97M-V/def2-TZVPD" lumo_energy_ev=1.0 energy_ha=-344.3794 homo_energy_ev=-9.7
O 2.0719 -1.1621 0.7266
C 0.3279 -0.5912 0.6938
C 0.2807 0.8985 0.2711
O 0.6856 0.4565 -1.0561
C -0.2052 -0.6592 -0.7770
C -1.5543 0.0239 -0.6058
C -1.2199 1.0894 0.1224
H 2.4851 -0.5588 0.0892
H 0.9041 -1.1735 1.5084
H 0.8822 1.6693 0.7408
H -0.1113 -1.5240 -1.4232
H -2.5306 -0.3438 -0.8858
H -1.8467 1.8177 0.6150

# 3
13
Properties=species:S:1:pos:R:3 method="wB97M-V/def2-TZVPD" smiles="C=C1CO1.C=C=O" lumo_energy_ev=0.9 energy_ha=-344.4807 homo_energy_ev=-9.2
C 1.6021 0.2794 0.0971
C 0.7999 -0.0958 -0.8800
C 0.0105 -0.9862 -1.6789
O 0.0625 0.4665 -1.8624
H 2.0032 -0.4561 0.7815
H 1.8150 1.3282 0.2697
H 0.4743 -1.5611 -2.4773
H -0.9471 -1.3464 -1.3100
C -1.4601 0.8317 1.1233
C -0.7076 -0.0215 1.7821
O -0.1024 -0.7972 2.4133
H -1.0680 1.3969 0.2895
H -2.4824 0.9616 1.4520

# 4
13
Properties=species:S:1:pos:R:3 method="wB97M-V/def2-TZVPD" lumo_energy_ev="0.1 / 0.1" energy_ha=-344.4162 homo_energy_ev="-9.1 / -9.1"
C 0.2777 1.2396 0.3584
C -0.8991 0.6039 -0.3641
O -0.0142 0.1207 -1.4413
C 0.9974 0.0823 -0.3252
C 0.4142 -1.1833 0.4054
O 0.0548 -1.1183 1.7057
C -0.9401 -0.8475 -0.0101
H 0.5210 2.2243 -0.0487
H 0.2691 1.1993 1.4476
H -1.7957 1.1397 -0.6935
H 2.0180 0.1291 -0.6977
H 0.8515 -2.1176 0.0371
H -1.7546 -1.4724 -0.3736

# 5
13
Properties=species:S:1:pos:R:3 method="wB97M-V/def2-TZVPD" lumo_energy_ev=1.0 energy_ha=-344.5270 homo_energy_ev=-8.1
C -1.5018 -0.8610 -0.3254
O -0.5461 -0.6275 0.7066
C -0.4198 0.7317 0.8877
C 0.6459 1.3221 0.3509
C 1.6552 0.4979 -0.3029
C 1.5999 -0.8320 -0.3007
O 1.7011 -1.9895 -0.3985
H -1.6625 -1.9369 -0.3705
H -2.4435 -0.3450 -0.0950
H -1.1262 -0.4874 -1.2886
H -1.2103 1.1915 1.4703
H 0.7828 2.3971 0.4034
H 2.5452 0.9136 -0.7580

# 6
13
Properties=species:S:1:pos:R:3 method="wB97M-V/def2-TZVPD" lumo_energy_ev=-0.3 energy_ha=-344.4258 homo_energy_ev=-8.9
O 0.5736 1.8926 -0.4038
C 0.1841 0.7125 -0.1938
C 1.3286 -0.3761 -0.0323
O 1.3454 -0.7002 -1.4687
C 0.2607 -0.0933 -1.7899
C -1.3634 -0.4049 1.4636
C -1.1137 0.5136 0.5365
H 1.1533 -1.3062 0.5109
H 2.2819 0.0825 0.2297
H 0.1535 0.0007 -2.8841
H -0.6226 -1.1377 1.7743
H -2.3260 -0.4552 1.9644
H -1.8555 1.2718 0.2934

# 7
13
Properties=species:S:1:pos:R:3 method="wB97M-V/def2-TZVPD" smiles="C=C=CC.O=C=O" lumo_energy_ev=0.7 energy_ha=-344.5731 homo_energy_ev=-9.6
C 0.0301 -0.0431 -2.0325
C -0.1242 -0.4528 -0.7939
C -0.2828 -0.8603 0.4323
C 0.8320 -1.3120 1.3418
H 0.1788 1.0067 -2.2584
H 0.0180 -0.7448 -2.8620
H -1.2965 -0.9052 0.8317
H 1.8054 -1.2016 0.8573
H 0.6961 -2.3657 1.6090
H 0.8409 -0.7371 2.2742
O -1.6734 2.1829 0.9949
C -0.8976 2.5306 0.1991
O -0.1268 2.9023 -0.5935

# 8
14
Properties=species:S:1:pos:R:3 method="wB97M-V/def2-TZVPD" lumo_energy_ev=-0.7 energy_ha=-742.6781 homo_energy_ev=-8.5
C 2.6016 -0.5787 -0.1268
O 1.4018 0.2497 -0.1657
C 0.1694 -0.2576 -0.0036
C -1.0339 0.3424 -0.0159
C -1.3557 1.6968 -0.0528
O -0.5104 2.5880 0.0282
C -2.1124 -0.5735 0.1636
S -3.7220 -0.3161 -0.1625
H 2.3146 -1.3201 -0.8519
H 2.6121 -0.9405 0.9109
H 3.5225 -0.0832 -0.3672
H 0.3169 -1.3757 0.3724
H -2.4526 2.1600 -0.1872
H -1.7518 -1.5915 0.4585

# 9
14
Properties=species:S:1:pos:R:3 method="wB97M-V/def2-TZVPD" smiles="C=C[C@@H](C=O)OC=S" lumo_energy_ev=0.2 energy_ha=-742.6766 homo_energy_ev=-9.0
C 0.1859 1.8369 -2.8041
C 0.6500 0.8534 -1.9769
C -0.1802 0.5289 -0.7543
C -1.4568 -0.0609 -1.1366
O -1.7451 -1.0361 -0.4497
O 0.5124 -0.2433 0.1370
C 0.1418 -0.2701 1.4429
S 0.9624 -0.8673 2.6929
H 0.8637 1.9875 -3.7254
H -0.5700 2.6464 -2.6667
H 1.4698 0.1332 -2.1591
H -0.6413 1.3385 -0.1367
H -1.9080 0.3287 -2.0197
H -0.7957 0.3482 1.4960

# 10
14
Properties=species:S:1:pos:R:3 method="wB97M-V/def2-TZVPD" lumo_energy_ev="-1.0 / -1.0" energy_ha=-419.7152 homo_energy_ev="-8.6 / -8.6"
C -0.3859 -0.1105 0.5075
C -1.7205 -0.8141 0.3296
C -0.2231 1.1568 -0.1547
C 1.6985 1.1647 -0.3118
C 0.8824 -0.7890 -0.2344
O -0.7082 1.8784 -0.9446
O 2.3924 1.3815 0.6490
O 0.8547 -1.1139 -1.4241
H -0.0733 -0.0055 1.5491
H 1.9108 1.5384 -1.3360
H 1.5126 -1.2878 0.5210
H -1.6908 -1.7691 0.8592
H -1.9026 -1.0147 -0.7282
H -2.5468 -0.2153 0.7185

# 11
14
Properties=species:S:1:pos:R:3 method="wB97M-V/def2-TZVPD" smiles="C1OC2=C(COC2)O1" lumo_energy_ev=0.9 energy_ha=-419.7305 homo_energy_ev=-8.0
C 2.1695 0.0325 0.1627
O 1.2801 1.1980 -0.1818
C 0.0356 0.6238 -0.1529
C 0.1010 -0.7171 -0.1254
C -1.2255 -1.2670 -0.0977
O -2.0043 -0.0743 0.1973
C -1.3134 1.1956 -0.0352
O 1.4587 -1.1656 -0.0949
H 3.0993 -0.0607 -0.3296
H 2.3678 0.1686 1.2995
H -1.3717 -1.6268 -1.1053
H -1.5848 -1.9385 0.6652
H -1.3977 1.8922 0.7694
H -1.6146 1.7395 -0.9713

# 12
14
Properties=species:S:1:pos:R:3 method="wB97M-V/def2-TZVPD" smiles="O=C1OC=CCCO1" lumo_energy_ev=0.5 energy_ha=-419.6790 homo_energy_ev=-9.6
O -2.4948 0.0964 0.1950
C -1.2746 0.1047 0.0456
O -0.3651 1.3837 0.2472
C 0.9745 1.4873 -0.3230
C 1.7755 0.4167 -0.1687
C 1.3157 -0.6163 0.7271
C 0.6298 -1.5814 -0.2647
O -0.7888 -0.9750 -0.5746
H 1.1730 2.5405 -0.8670
H 2.9305 0.7133 -0.2938
H 0.4734 -0.6111 1.6023
H 2.2501 -1.2490 1.2676
H 1.3746 -1.8221 -1.2115
H 0.4627 -2.4779 0.4636